Version P
Here is an isolated ion of composition C4H6N and charge +1 from the OMol25 dataset. Energies are from ωB97M-V with the def2-TZVPD basis set.

total charge: +1
Kohn-Sham gap (alpha / beta): 6.84 / 8.51 eV

Last column: Mulliken charge in e.
CARTESIAN COORDINATES (ANGSTROEM)
1 C -0.987 0.199 -1.405  -0.2225
2 C 0.387 -0.569 -0.039  0.1028
3 C -1.848 0.014 0.776  -0.1848
4 C 1.728 -0.044 0.039  -0.8185
5 N -0.807 -0.017 -0.048  0.1659
6 H -0.178 -0.205 -2.060  0.3199
7 H -1.783 -0.129 1.910  0.2779
8 H -2.744 0.459 0.378  0.3245
9 H 2.082 -0.245 1.097  0.3505
10 H 1.731 1.040 0.092  0.3424
11 H 2.419 -0.502 -0.742  0.3421



Version Q
Here is an isolated ion of composition C4H6N and charge +1 from the OMol25 dataset. Energies are from ωB97M-V with the def2-TZVPD basis set.

total charge: +1
Kohn-Sham gap (alpha / beta): 8.88 / 8.88 eV

Last column: Mulliken charge in e.
CARTESIAN COORDINATES (ANGSTROEM)
1 C -1.203 0.864 0.458  -0.0791
2 C -0.153 0.491 -0.166  0.7017
3 C -0.150 -1.664 1.020  -0.0925
4 C 0.865 1.004 -0.982  -1.2792
5 N -0.287 -0.901 0.027  -0.2566
6 H -2.263 0.836 0.838  0.3647
7 H 0.085 -2.744 0.645  0.2591
8 H -0.360 -1.472 2.042  0.3060
9 H 1.543 0.265 -1.260  0.3764
10 H 1.365 1.906 -0.687  0.3607
11 H 0.558 1.415 -1.934  0.3388



Pick version Q: it beats the second-best structure by 73.5 kcal/mol.



Version P
Here is C7H9NOS in the gas phase from the OMol25 dataset. Energies are from ωB97M-V with the def2-TZVPD basis set.

Kohn-Sham gap: 8.78 eV

Last column: Mulliken charge in e.
CARTESIAN COORDINATES (ANGSTROEM)
1 C 2.284 1.568 -0.375  -0.6699
2 O 2.084 0.848 0.799  -0.3253
3 N 1.348 -0.354 0.494  0.0329
4 S 2.458 -1.564 -0.046  -0.2007
5 C -0.037 -0.396 0.398  1.1823
6 C -0.804 0.744 0.480  -0.4411
7 C -2.244 0.530 0.382  -0.4385
8 C -2.776 -0.705 0.173  -0.5769
9 C -1.957 -1.806 0.162  -0.5686
10 C -0.562 -1.625 0.207  -0.5152
11 H 1.502 2.237 -0.655  0.2648
12 H 2.478 0.939 -1.321  0.2539
13 H 3.227 1.975 -0.190  0.3462
14 H 2.275 -2.403 1.031  0.1570
15 H -0.393 1.734 0.362  0.2327
16 H -2.708 1.491 0.503  0.3574
17 H -3.826 -0.899 0.096  0.3708
18 H -2.320 -2.762 -0.077  0.3922
19 H 0.132 -2.486 0.016  0.1458



Version Q
Here is a 2-piece molecular cluster, C7H9NOS overall from the OMol25 dataset. Energies are from ωB97M-V with the def2-TZVPD basis set.

Kohn-Sham gap (alpha / beta): 7.07 / 6.93 eV

Last column: Mulliken charge in e.
CARTESIAN COORDINATES (ANGSTROEM)
1 C 0.480 0.006 0.744  -0.1565
2 C 1.046 1.381 0.292  0.5021
3 C 2.699 -0.099 -0.514  0.3927
4 C 3.768 -0.685 -0.980  -0.7512
5 C -1.825 -0.046 -0.038  0.3075
6 C -2.241 -1.490 -0.067  -1.0753
7 C -2.910 0.799 0.634  -1.1719
8 N 2.243 1.209 -0.308  -0.1175
9 O 0.613 2.472 0.564  -0.6076
10 S 1.409 -1.216 0.188  -0.0664
11 H 3.915 -1.808 -0.976  0.2030
12 H 4.544 -0.038 -1.301  0.2827
13 H -1.953 -1.758 0.912  0.3167
14 H -3.250 -1.641 -0.337  0.4587
15 H -1.601 -2.258 -0.706  0.2102
16 H -2.621 0.950 1.631  0.2768
17 H -3.123 1.784 0.214  0.3151
18 H -3.836 0.337 0.564  0.4729
19 H 2.643 2.103 -0.515  0.2080



Pick version P: it beats the second-best structure by 78.9 kcal/mol.



Version P
Here is a 3-piece molecular cluster, C3H14NO3 overall from the OMol25 dataset. Energies are from ωB97M-V with the def2-TZVPD basis set.

total charge: +1
Kohn-Sham gap: 11.51 eV

Last column: Mulliken charge in e.
CARTESIAN COORDINATES (ANGSTROEM)
1 C 0.528 -0.088 -1.479  -0.6569
2 C 0.906 -1.545 -1.232  -0.5487
3 C 1.946 -1.611 -0.123  -0.5157
4 O 1.347 -1.187 1.117  -0.5292
5 N -0.321 0.428 -0.365  -0.2241
6 H 0.053 0.000 -2.451  0.3755
7 H 1.454 0.475 -1.508  0.3434
8 H 0.117 -2.266 -1.033  0.2861
9 H 1.454 -1.883 -2.115  0.3214
10 H 2.476 -2.562 -0.051  0.4382
11 H 2.744 -0.905 -0.300  0.2950
12 H 1.491 -1.854 1.798  0.3095
13 H 0.198 0.949 0.349  0.3885
14 H -0.564 -0.345 0.253  0.3380
15 H -1.130 0.977 -0.641  0.3813
16 H -0.639 3.510 0.698  0.3181
17 H -1.091 2.744 1.988  0.3031
18 O -0.538 2.695 1.205  -0.6339
19 H -3.247 -0.312 0.232  0.3117
20 H -3.552 0.863 1.101  0.3071
21 O -2.965 0.603 0.379  -0.6082



Version Q
Here is a 4-piece molecular cluster, C3H14NO3 overall from the OMol25 dataset. Energies are from ωB97M-V with the def2-TZVPD basis set.

total charge: +1
Kohn-Sham gap: 10.99 eV

Last column: Mulliken charge in e.
CARTESIAN COORDINATES (ANGSTROEM)
1 C -0.486 0.072 1.286  -0.8304
2 C -0.474 0.174 -0.239  0.4026
3 C -1.322 0.843 -0.959  -1.0089
4 N 0.251 -0.791 -1.140  -0.2971
5 H 0.517 0.246 1.704  0.2608
6 H -1.172 0.858 1.682  0.3532
7 H -0.650 -0.941 1.562  0.3656
8 H -1.470 0.969 -2.015  0.3565
9 H -2.097 1.502 -0.375  0.1780
10 H 1.023 -1.352 -0.684  0.3924
11 H 0.746 -0.313 -1.972  0.4117
12 H -0.289 -1.626 -1.450  0.3878
13 H -1.391 -3.738 -0.803  0.3178
14 H -0.114 -4.368 -0.519  0.3193
15 O -0.530 -3.494 -0.496  -0.6348
16 H 3.054 0.112 1.243  0.2757
17 H 1.906 0.575 0.340  0.3184
18 O 2.287 -0.101 0.819  -0.5880
19 H 0.358 3.945 -0.065  0.2892
20 H -0.083 3.957 1.433  0.2788
21 O -0.063 3.471 0.649  -0.5484



Pick version P: it beats the second-best structure by 39.4 kcal/mol.



Version P
Here is C3H3FO in the gas phase from the OMol25 dataset. Energies are from ωB97M-V with the def2-TZVPD basis set.

Kohn-Sham gap: 9.75 eV

Last column: Mulliken charge in e.
CARTESIAN COORDINATES (ANGSTROEM)
1 O 0.133 1.134 -1.195  -0.4469
2 C -0.449 1.302 -0.143  0.0971
3 C -0.852 0.094 0.718  -0.4567
4 C 0.150 -0.948 0.771  -0.0168
5 F 0.869 -1.416 -0.189  -0.1644
6 H -0.704 2.486 0.097  0.2767
7 H -1.499 0.131 1.469  0.3957
8 H 0.231 -1.642 1.614  0.3153



Version Q
Here is C3H3FO as an isolated structure from the OMol25 dataset. Energies are from ωB97M-V with the def2-TZVPD basis set.

Kohn-Sham gap: 10.55 eV

Last column: Mulliken charge in e.
CARTESIAN COORDINATES (ANGSTROEM)
1 C 0.156 -0.263 0.791  -0.4586
2 C 0.137 0.740 -0.312  0.3868
3 C -0.356 -1.149 -0.096  -0.3597
4 O -0.372 -0.210 -1.177  -0.3572
5 F -0.455 1.972 -0.154  -0.2642
6 H 0.579 -0.128 1.707  0.3939
7 H 1.121 1.046 -0.669  0.1844
8 H -0.810 -2.007 -0.090  0.4746



Pick version P: it beats the second-best structure by 7.2 kcal/mol.



Version P
Here is an isolated ion of composition CH2OPS and charge -1 from the OMol25 dataset. Energies are from ωB97M-V with the def2-TZVPD basis set.

total charge: -1
Kohn-Sham gap: 7.18 eV

Last column: Mulliken charge in e.
CARTESIAN COORDINATES (ANGSTROEM)
1 O 0.524 1.622 0.573  -0.5944
2 C -0.207 0.809 -0.039  0.2208
3 P 0.103 -1.043 0.737  -0.0797
4 S -1.377 0.973 -1.159  -0.5195
5 H 1.362 -0.768 0.297  -0.0120
6 H -0.404 -1.593 -0.408  -0.0153



Version Q
Here is an isolated ion of composition CH2OPS and charge -1 from the OMol25 dataset. Energies are from ωB97M-V with the def2-TZVPD basis set.

total charge: -1
Kohn-Sham gap: 7.41 eV

Last column: Mulliken charge in e.
CARTESIAN COORDINATES (ANGSTROEM)
1 O -0.016 0.684 1.576  -0.5469
2 C 0.543 0.142 0.639  0.1969
3 P -0.504 0.357 -0.903  -0.1199
4 S 2.148 -0.399 0.704  -0.5295
5 H -1.768 0.005 -0.251  0.0052
6 H -0.403 -0.789 -1.765  -0.0058



Pick version Q: it beats the second-best structure by 5.4 kcal/mol.



Version P
Here is a 14-piece molecular cluster, H27O14 overall from the OMol25 dataset. Energies are from ωB97M-V with the def2-TZVPD basis set.

total charge: -1
Kohn-Sham gap: 8.66 eV

Last column: Mulliken charge in e.
CARTESIAN COORDINATES (ANGSTROEM)
1 O 0.619 4.658 -1.831  -0.6145
2 H -0.299 0.872 1.204  0.0053
3 O 2.131 -0.915 0.135  -0.7317
4 H -4.138 -0.130 2.138  0.3372
5 H -1.299 1.912 0.502  0.4730
6 O 0.787 -2.613 -3.666  -0.6612
7 H -2.293 2.618 -0.576  0.3190
8 H -0.982 -4.149 -1.579  0.3303
9 O -0.207 -4.411 -1.080  -0.6593
10 H -2.541 0.531 -0.820  0.1781
11 H -0.192 -4.057 -0.193  0.3074
12 O -2.512 0.140 0.054  -0.5137
13 H 0.237 4.061 -2.474  0.2616
14 H 1.989 -0.702 0.998  0.2394
15 O -4.511 0.166 3.127  -0.6852
16 H 3.607 -1.267 0.893  0.4495
17 H -0.511 -1.439 4.687  0.2719
18 O 4.450 -1.139 1.218  -0.6751
19 H -0.509 -0.647 1.372  0.3111
20 H -3.735 -0.152 3.738  0.3247
21 O -1.534 2.854 0.163  -0.6494
22 H 0.377 -3.040 -2.933  0.3091
23 H -1.951 1.827 -2.934  0.3077
24 O -0.342 -0.798 -0.696  -0.8779
25 H -0.369 -1.494 -1.339  0.0147
26 H 1.522 -2.017 -3.250  0.3378
27 O 2.852 -0.182 3.122  -0.6044
28 H 2.099 0.408 2.771  0.3016
29 H 2.969 -0.959 2.602  0.2934
30 O -0.175 -0.661 4.285  -0.6689
31 H 4.968 -0.377 0.855  0.2842
32 H 0.727 3.946 -1.134  0.3418
33 O 0.118 0.105 1.523  -0.5080
34 H 1.672 0.959 -2.122  0.2855
35 H -0.233 -0.300 3.416  0.4502
36 O -2.865 1.876 -2.766  -0.5981
37 H -1.668 -0.322 -0.161  0.3642
38 H -3.273 2.642 -2.900  0.2790
39 O 2.293 1.564 -2.707  -0.6279
40 H 1.171 -1.119 -0.258  0.3853
41 H 1.554 1.753 -3.384  0.3126



Version Q
Here is a 14-piece molecular cluster, H27O14 overall from the OMol25 dataset. Energies are from ωB97M-V with the def2-TZVPD basis set.

total charge: -1
Kohn-Sham gap: 8.20 eV

Last column: Mulliken charge in e.
CARTESIAN COORDINATES (ANGSTROEM)
1 O -0.136 4.772 0.768  -0.6697
2 H 0.661 0.183 -0.031  0.1252
3 O 2.059 -0.813 2.784  -0.5909
4 H -1.440 -1.529 3.165  0.3096
5 H 2.486 -2.295 1.800  0.4011
6 O 4.411 -0.461 -2.280  -0.6017
7 H 3.649 -1.875 0.866  0.2763
8 H -2.759 2.800 -1.560  0.3279
9 O -2.811 2.455 -2.541  -0.6557
10 H 0.821 1.221 4.466  0.3348
11 H -2.698 1.425 -2.704  0.3225
12 O 1.622 1.690 4.098  -0.6995
13 H 0.304 5.191 -0.076  0.3173
14 H 1.345 -1.306 2.548  0.3330
15 O -2.234 -1.815 3.645  -0.6438
16 H -2.867 0.104 0.396  0.2173
17 H -1.964 3.639 1.627  0.3038
18 O -2.433 0.628 -0.228  -0.6165
19 H -1.818 -1.432 -3.938  0.2756
20 H -2.693 -0.938 3.350  0.3216
21 O 3.155 -2.687 1.156  -0.6336
22 H 3.500 -0.636 -2.354  0.3181
23 H 0.791 0.332 -3.521  0.3248
24 O -1.032 -0.882 -3.607  -0.7020
25 H -0.872 -1.149 -2.706  0.3719
26 H 4.401 -0.130 -1.462  0.2750
27 O -0.378 -4.990 -1.606  -0.6486
28 H -0.717 -4.132 -1.362  0.3702
29 H 0.374 -4.851 -2.215  0.2830
30 O -2.795 3.674 1.172  -0.6623
31 H -1.493 0.481 0.097  0.3877
32 H -0.965 4.207 0.408  0.3769
33 O -0.053 -0.197 0.209  -0.9090
34 H 1.051 -2.571 -0.661  0.2439
35 H -3.245 2.803 1.260  0.3342
36 O 0.744 0.938 -2.797  -0.5431
37 H 1.413 1.848 3.179  0.3532
38 H -0.123 0.903 -2.664  0.2719
39 O 0.018 -2.421 -0.841  -0.6970
40 H 1.870 -0.034 3.080  0.1815
41 H -0.116 -1.388 -0.444  0.3152



Pick version Q: it beats the second-best structure by 1.7 kcal/mol.